1.
Below is a single CH3NO2S molecule at a distorted geometry, with properties calculated with ωB97M-V/def2-TZVPD.

Structure (XYZ):
```
8
Properties=species:S:1:pos:R:3:forces:R:3:nbo_charge:R:1
C -1.0578 -0.6506 0.3467 1.30 1.18 -0.16 -0.4802
N 0.6567 1.4326 -0.0475 0.70 1.14 0.96 -0.5693
O 0.9772 -0.6918 -1.3651 0.21 0.38 0.09 -0.9260
O 1.4727 -0.6714 1.0657 0.30 0.41 0.26 -0.9011
S 0.7045 -0.2074 -0.0379 -2.37 -2.47 -0.37 2.1522
H -1.3353 -0.5739 1.3854 0.14 -0.30 0.18 0.1929
H -1.8074 -0.4340 -0.3980 0.09 -0.24 -0.29 0.1857
H 0.3895 1.7964 -0.9492 -0.37 -0.10 -0.67 0.3457
```
Positions in Å, forces in eV/Å.

Summary:
max |F|	3.44	eV Å⁻¹
spin multiplicity	3
E_HOMO (spin up / spin down)	-0.385 / -0.411	Eh
orbital gap (spin up / spin down)	11.072 / 7.574	eV
energy relative to the best compared isomer or geometry (same formula, charge and spin)	160.10	kJ/mol
E_tot	-643.13984	a.u.
⟨S²⟩	2.007

***

2.
Below is a molecular structure, CH3NO2S2 at a distorted geometry, with properties calculated with ωB97M-V/def2-TZVPD.

Structure (XYZ):
```
9
Properties=species:S:1:pos:R:3:forces:R:3:nbo_charge:R:1
C 0.2885 0.7796 0.0693 -1.88 -1.67 -1.07 -0.7573
N -0.7480 -1.5185 -0.1574 -0.34 1.53 0.49 -1.0406
O -2.9095 -0.3502 0.5887 -0.89 -0.08 0.80 -0.8573
O 1.8656 -1.4168 0.5340 -0.16 -0.35 1.02 -0.9118
S -1.8654 -0.2085 -0.3777 3.40 0.61 0.45 1.3352
S 0.8840 -0.8946 -0.3912 -0.45 0.88 -1.30 1.3715
H 0.2546 1.3207 -0.8765 0.37 0.31 0.26 0.2109
H 0.7192 1.3202 0.9328 -0.55 -0.62 -0.34 0.2520
H -1.1065 -2.3302 -0.6332 0.49 -0.61 -0.30 0.3973
```
Positions in Å, forces in eV/Å.

Summary:
max |F|	3.48	eV Å⁻¹
E_HOMO (spin up / spin down)	-0.330 / -0.330	Eh
orbital gap (spin up / spin down)	7.836 / 7.838	eV
energy relative to the best compared isomer or geometry (same formula, charge and spin)	302.08	kJ/mol
E_tot	-1041.37625	a.u.

***

3.
Below is 2 unconnected molecules or ions with the total composition CH3NO2S2 at a distorted geometry, with properties calculated with ωB97M-V/def2-TZVPD.

Structure (XYZ):
```
9
Properties=species:S:1:pos:R:3:forces:R:3:nbo_charge:R:1
C 1.3027 -0.0195 0.4783 -2.76 2.10 5.33 -0.6707
N -0.7203 0.7752 -0.7757 -1.57 -1.60 -2.35 -1.0573
O -1.0106 -0.8898 1.1421 -0.30 -0.50 0.41 -0.9092
O -0.0953 -1.6441 -1.0655 -0.15 -0.14 0.02 -0.9048
S 2.7997 -0.0985 0.1738 1.61 -0.37 -0.91 0.3138
S -0.2494 -0.6702 -0.0363 -0.13 1.24 -1.29 2.2575
H 0.7511 0.6368 1.7869 1.63 -1.44 -3.53 0.1739
H -1.2847 1.3682 -0.2281 -0.15 0.91 1.90 0.3935
H -1.4931 0.5418 -1.4754 1.82 -0.19 0.41 0.4033
```
Positions in Å, forces in eV/Å.

Summary:
max |F|	6.36	eV Å⁻¹
E_HOMO	-0.344	Eh
orbital gap	8.154	eV
energy relative to the best compared isomer or geometry (same formula, charge and spin)	286.41	kJ/mol
E_tot	-1041.38222	a.u.

***

4.
Below is 2 unconnected molecules or ions with the total composition CH3NO3 at a distorted geometry, with properties calculated with ωB97M-V/def2-TZVPD.

Structure (XYZ):
```
8
Properties=species:S:1:pos:R:3:forces:R:3:nbo_charge:R:1
C 0.4523 0.1036 -0.3957 4.47 2.18 1.56 0.1055
N -0.2535 -0.5201 0.7072 -0.98 -0.24 1.60 0.4668
O -1.4779 -0.4945 0.6940 0.28 0.00 -0.54 -0.4020
O 0.4148 -0.9115 1.6398 -0.05 -0.32 -0.45 -0.3558
O -0.2652 0.4746 -1.4529 0.04 -0.58 0.05 -0.6730
H 0.8598 1.4072 0.5426 -0.67 -3.18 -2.54 0.1134
H 1.4447 -0.5567 -0.6043 -2.47 1.99 0.41 0.2430
H -1.1750 0.4974 -1.1307 -0.62 0.15 -0.10 0.5022
```
Positions in Å, forces in eV/Å.

Summary:
max |F|	5.22	eV Å⁻¹
E_HOMO	-0.394	Eh
orbital gap	9.922	eV
energy relative to the best compared isomer or geometry (same formula, charge and spin)	400.24	kJ/mol
E_tot	-320.19018	a.u.